(1)
The molecule C4H6O2 in a non-equilibrium geometry. Source: OMol25; level of theory: ωB97M-V with the def2-TZVPD basis set.

The geometry in XYZ format:
```
12
Properties=species:S:1:pos:R:3:lowdin_charge:R:1
O 0.91945 1.18950 0.23409 0.1413
C 0.82386 0.06761 -0.01847 -0.5889
O 1.90451 -0.70230 -0.11660 0.0891
C -0.51920 -0.56169 -0.34558 -0.2061
C -1.57893 -0.39732 0.75045 -0.0867
C -1.62318 0.42269 -0.57879 -0.0984
H 2.69747 -0.12463 0.22491 0.1837
H -0.34728 -1.51794 -0.82677 0.1371
H -1.25975 0.15188 1.69325 0.1197
H -2.32103 -1.24904 0.96098 0.1187
H -2.47841 0.20514 -1.28357 0.1193
H -1.49798 1.44924 -0.55435 0.0712
```

Its HOMO energy is -10.43 eV. For the energy above the lowest of the compared OMol25 structures with the same formula, charge and spin, the calculation gives 28.0 kcal/mol. The largest force on an atom comes out at 5.479 eV/Å. The structure (SMILES) is O=C(O)C1CC1. The value obtained for the orbital gap is 11.256 eV. The value obtained for the LUMO energy is 0.82 eV. The value obtained for the electronic energy is -8339.246 eV.

***

(2)
C4H6O2 as an isolated structure. Source: OMol25; level of theory: ωB97M-V with the def2-TZVPD basis set.

The geometry in XYZ format:
```
12
Properties=species:S:1:pos:R:3:lowdin_charge:R:1
O -1.79387 1.69275 1.00467 0.0647
C -1.26793 0.66928 0.64298 -0.2378
C 0.12962 0.56904 0.09571 -0.2040
C 0.90399 -0.65116 0.62932 -0.1495
O 0.61975 -1.40959 -0.55206 -0.1062
C 0.16550 -0.22931 -1.22369 -0.1484
H -1.81242 -0.30218 0.67635 0.1428
H 0.62274 1.54242 0.12113 0.1455
H 1.97872 -0.46169 0.74676 0.1230
H 0.52002 -1.13443 1.53544 0.1229
H -0.79091 -0.38526 -1.73774 0.1236
H 0.90601 0.14734 -1.94012 0.1233
```

Its HOMO energy is -9.84 eV. For the energy above the lowest of the compared OMol25 structures with the same formula, charge and spin, the calculation gives 45.3 kcal/mol. The largest force on an atom comes out at 0.488 eV/Å. The value obtained for the orbital gap is 10.812 eV. The value obtained for the LUMO energy is 0.97 eV. The value obtained for the electronic energy is -8338.499 eV.

***

(3)
C4H6O2 as an isolated structure. Source: OMol25; level of theory: ωB97M-V with the def2-TZVPD basis set.

The geometry in XYZ format:
```
12
Properties=species:S:1:pos:R:3:lowdin_charge:R:1
C -0.39218 -1.02078 2.50825 -0.1198
O -1.15538 -0.08979 2.61074 -0.0201
C -0.54096 0.54224 -0.45479 -0.1414
C -0.16002 1.22297 -1.53644 -0.0367
C 0.88306 0.15428 -1.73420 -0.1615
O 0.36835 -0.50179 -0.53146 -0.1049
H 0.08873 -1.47369 3.39679 0.0832
H -0.12783 -1.45857 1.52971 0.0712
H -1.24771 0.58801 0.36801 0.1032
H -0.44682 2.13015 -2.04423 0.0886
H 1.92834 0.44053 -1.58730 0.1195
H 0.77817 -0.50347 -2.60136 0.1189
```

Its HOMO energy is -8.98 eV. For the energy above the lowest of the compared OMol25 structures with the same formula, charge and spin, the calculation gives 77.5 kcal/mol. The largest force on an atom comes out at 0.561 eV/Å. The value obtained for the orbital gap is 9.919 eV. The value obtained for the LUMO energy is 0.94 eV. The value obtained for the electronic energy is -8337.102 eV.

***

(4)
C4H6O2 as an isolated structure. Source: OMol25; level of theory: ωB97M-V with the def2-TZVPD basis set.

The geometry in XYZ format:
```
12
Properties=species:S:1:pos:R:3:lowdin_charge:R:1
O -0.40898 0.20673 -2.09230 0.0120
C -0.09955 0.52288 -0.78550 -0.2934
C -0.92914 0.19517 0.55910 -0.0689
C 0.43538 -0.06867 1.26550 -0.0698
C 0.82615 -0.45554 -0.13387 -0.4045
O 1.17154 -1.50392 -0.63091 0.1023
H 0.09885 -0.60638 -2.27528 0.0993
H 0.18504 1.57793 -0.70115 0.1577
H -1.53893 1.01306 0.94627 0.1075
H -1.50856 -0.73251 0.52154 0.1229
H 0.53019 -0.83439 2.03286 0.1168
H 0.89705 0.87393 1.57205 0.1183
```

Its HOMO energy is -9.97 eV. For the energy above the lowest of the compared OMol25 structures with the same formula, charge and spin, the calculation gives 35.6 kcal/mol. The largest force on an atom comes out at 0.602 eV/Å. The value obtained for the orbital gap is 10.843 eV. The value obtained for the LUMO energy is 0.87 eV. The value obtained for the electronic energy is -8338.919 eV.

***

Please write out number 2 again, unchanged.
C4H6O2 as an isolated structure. Source: OMol25; level of theory: ωB97M-V with the def2-TZVPD basis set.

The geometry in XYZ format:
```
12
Properties=species:S:1:pos:R:3:lowdin_charge:R:1
O -1.79387 1.69275 1.00467 0.0647
C -1.26793 0.66928 0.64298 -0.2378
C 0.12962 0.56904 0.09571 -0.2040
C 0.90399 -0.65116 0.62932 -0.1495
O 0.61975 -1.40959 -0.55206 -0.1062
C 0.16550 -0.22931 -1.22369 -0.1484
H -1.81242 -0.30218 0.67635 0.1428
H 0.62274 1.54242 0.12113 0.1455
H 1.97872 -0.46169 0.74676 0.1230
H 0.52002 -1.13443 1.53544 0.1229
H -0.79091 -0.38526 -1.73774 0.1236
H 0.90601 0.14734 -1.94012 0.1233
```

Its HOMO energy is -9.84 eV. For the energy above the lowest of the compared OMol25 structures with the same formula, charge and spin, the calculation gives 45.3 kcal/mol. The largest force on an atom comes out at 0.488 eV/Å. The value obtained for the orbital gap is 10.812 eV. The value obtained for the LUMO energy is 0.97 eV. The value obtained for the electronic energy is -8338.499 eV.

***

Q: Which formula does entry 1 have?
A: C4H6O2

***

Q: Look up the HOMO energy of the fourth one.
A: -9.97 eV